# 1
Here is one molecule with the formula C4H3Cl3N2 in a non-equilibrium geometry from the Open Molecules 2025 dataset. Energies are from ωB97M-V/def2-TZVPD.

XYZ file:
```
12
Properties=species:S:1:pos:R:3
C -0.56026 -0.37314 0.10451
N -0.15425 -1.59309 0.18647
C 1.96970 -0.91252 0.13894
H -2.02351 1.02889 -0.30755
Cl 3.12080 -2.06345 -0.06876
Cl -0.15403 2.32736 0.46257
H -2.81314 -0.50980 0.33408
H -2.12796 -0.54321 -1.22589
C -1.93664 -0.04355 -0.19435
N 0.24060 0.67638 0.16232
C 1.66797 0.35178 0.28567
Cl 2.77074 1.65434 0.12198
```

The energy relative to the best compared isomer or geometry (same formula, charge and spin) comes out at 3.251 eV. The HOMO-LUMO gap is 0.3237 hartree. The net charge is 0.

These are the Löwdin partial charges, in e, on atoms 1 to 8:
1. C -0.65
2. N 0.22
3. C -0.62
4. H 0.02
5. Cl 0.73
6. Cl 0.71
7. H 0.10
8. H 0.12

# 2
Here is one molecule with the formula C4H3ClF2 in a non-equilibrium geometry from the Open Molecules 2025 dataset. Energies are from ωB97M-V/def2-TZVPD.

XYZ file:
```
10
Properties=species:S:1:pos:R:3
H 0.66165 -1.35962 -0.07847
C 1.70637 0.48280 -0.07102
F 1.64284 1.83096 -0.08740
H -2.82603 -0.24175 0.01029
H -1.69740 -1.65384 -0.02618
F -0.87191 1.54560 0.19623
C -0.74865 0.26762 -0.12954
C -1.83377 -0.58403 0.04271
Cl 3.36961 -0.03869 0.08607
C 0.59730 -0.24906 0.05732
```

The SMILES is C=C(F)/C=C(\F)Cl. The energy relative to the best compared isomer or geometry (same formula, charge and spin) comes out at 0.534 eV. The HOMO-LUMO gap is 0.3425 hartree. The net charge is 0.

These are the Löwdin partial charges, in e, on atoms 1 to 8:
1. H 0.14
2. C -0.69
3. F 0.01
4. H 0.04
5. H 0.06
6. F 0.07
7. C -0.35
8. C 0.11

# 3
Here is one molecule with the formula C4H3ClF2O in a non-equilibrium geometry from the Open Molecules 2025 dataset. Energies are from ωB97M-V/def2-TZVPD.

XYZ file:
```
11
Properties=species:S:1:pos:R:3
C -1.70030 0.77896 -0.33791
F -2.38899 -0.05272 0.33832
H -1.92529 0.86093 -1.36424
H 1.92331 -0.30488 1.43710
H 2.51459 -1.78292 0.26221
C 1.86064 -0.95151 0.57548
Cl 0.52389 -1.79579 -1.58116
C 0.84924 -0.66975 -0.24929
C -0.14275 0.50876 0.07435
F -1.86940 2.02158 0.11318
O 0.35506 1.38736 0.73197
```

The SMILES is C=C(Cl)C(=O)C(F)F. The energy relative to the best compared isomer or geometry (same formula, charge and spin) comes out at 1.173 eV. The HOMO-LUMO gap is 0.3666 hartree. The net charge is 0.

These are the Löwdin partial charges, in e, on atoms 1 to 8:
1. C -0.39
2. F 0.15
3. H 0.14
4. H 0.08
5. H 0.08
6. C 0.01
7. Cl 0.61
8. C -0.62

# 4
Here is one molecule with the formula C4H3ClN2 in a non-equilibrium geometry from the Open Molecules 2025 dataset. Energies are from ωB97M-V/def2-TZVPD.

XYZ file:
```
10
Properties=species:S:1:pos:R:3
Cl 0.08452 0.18383 -3.03426
N 1.28898 0.34334 -0.42568
C -0.19411 0.02711 1.36165
N -1.23560 -0.12440 0.55446
C 1.08201 0.15312 0.87381
H 1.93182 0.40346 1.51251
H -0.49970 0.10136 2.51179
C -0.97514 -0.31966 -0.69469
C 0.27924 0.07378 -1.28593
H -1.76200 -0.84195 -1.37367
```

The SMILES is Clc1cnccn1. The energy relative to the best compared isomer or geometry (same formula, charge and spin) comes out at 1.138 eV. The HOMO-LUMO gap is 0.3630 hartree. The net charge is 0.

These are the Löwdin partial charges, in e, on atoms 1 to 8:
1. Cl 0.64
2. N 0.07
3. C -0.15
4. N 0.06
5. C -0.15
6. H 0.11
7. H 0.15
8. C -0.21

# 5
Here is one molecule with the formula C4H3ClO in a non-equilibrium geometry from the Open Molecules 2025 dataset. Energies are from ωB97M-V/def2-TZVPD.

XYZ file:
```
9
Properties=species:S:1:pos:R:3
C -1.15998 0.26255 0.50816
H -1.40618 -0.43236 1.24643
C 0.03770 -0.28265 -0.22388
Cl 2.13678 1.20116 0.00441
C 1.46487 -0.46034 0.09005
C -0.98448 0.08122 -0.92193
H -1.44987 -0.16372 -1.83921
H -0.84865 1.19286 0.97053
O 2.20981 -1.39873 0.16542
```

The SMILES is O=C(Cl)C1=CC1. The energy relative to the best compared isomer or geometry (same formula, charge and spin) comes out at 2.686 eV. The HOMO-LUMO gap is 0.3799 hartree. The net charge is 0.

These are the Löwdin partial charges, in e, on atoms 1 to 8:
1. C -0.10
2. H 0.07
3. C -0.22
4. Cl 0.66
5. C -0.70
6. C 0.02
7. H 0.10
8. H 0.09

# 6
Here is C4H3CoLiO as an isolated structure in a non-equilibrium geometry from the Open Molecules 2025 dataset. Energies are from ωB97M-V/def2-TZVPD.

XYZ file:
```
10
Properties=species:S:1:pos:R:3
O 0.74852 1.62441 -0.75882
Li -1.10707 0.66177 2.14542
C -0.44324 1.28916 -0.53756
H -1.53494 1.63106 -0.85275
H -1.96281 -0.30866 -0.13122
H 1.86630 -2.52857 0.45295
C 1.10313 -1.79387 0.23904
C 0.15175 -1.03830 0.08858
Co 2.12620 0.37445 -0.53014
C -0.94784 0.08856 -0.11551
```

The spin multiplicity is 4. The HOMO-LUMO gap (spin up / spin down) is 0.3011 / 0.2459 hartree. The net charge is +2. The expectation value of S² is 3.759.

These are the Löwdin partial charges, in e, on atoms 1 to 8:
1. O -0.09
2. Li 0.89
3. C -0.33
4. H 0.20
5. H 0.12
6. H 0.09
7. C 0.12
8. C -0.09

# 7
Here is a 2-piece molecular cluster, C4H3F overall in a non-equilibrium geometry from the Open Molecules 2025 dataset. Energies are from ωB97M-V/def2-TZVPD.

XYZ file:
```
8
Properties=species:S:1:pos:R:3
C -1.02016 0.16428 -0.11742
F 1.15129 -1.26163 -0.02773
H 0.63285 1.90570 0.02467
C 1.21910 0.07848 -0.04623
H 2.31911 0.48244 0.32818
C -1.95165 -0.46593 0.11936
H -2.53414 -1.77647 -0.22262
C 0.18360 0.87312 -0.05821
```

The energy relative to the best compared isomer or geometry (same formula, charge and spin) comes out at 3.141 eV. The HOMO-LUMO gap is 0.3610 hartree. The net charge is 0.

Per-atom Löwdin charges, elementary charge units:
1. C -0.24
2. F 0.02
3. H 0.13
4. C -0.20
5. H 0.17
6. C 0.03
7. H 0.21
8. C -0.13

# 8
Here is one molecule with the formula C4H3F2N in a non-equilibrium geometry from the Open Molecules 2025 dataset. Energies are from ωB97M-V/def2-TZVPD.

XYZ file:
```
10
Properties=species:S:1:pos:R:3
C -0.41992 -0.70595 2.14724
N 0.26976 -0.79446 1.04942
C -1.13545 0.70132 0.04543
H -1.34172 1.56993 -0.68956
H 0.77813 0.00907 -0.88091
H 1.21319 -1.42622 0.90502
F -3.16891 1.18805 1.13612
F -0.37151 -1.73679 3.02919
C -2.25871 0.29125 0.69515
C 0.05338 0.01462 0.00676
```

The spin multiplicity is 3. The energy relative to the best compared isomer or geometry (same formula, charge and spin) comes out at 2.255 eV. The HOMO-LUMO gap (spin up / spin down) is 0.2734 / 0.2861 hartree. The net charge is 0. The expectation value of S² is 2.054.

These are the Löwdin partial charges, in e, on atoms 1 to 8:
1. C -0.11
2. N -0.03
3. C -0.17
4. H 0.14
5. H 0.14
6. H 0.23
7. F 0.01
8. F 0.00

# 9
Here is one molecule with the formula C4H3F3 from the Open Molecules 2025 dataset. Energies are from ωB97M-V/def2-TZVPD.

XYZ file:
```
10
Properties=species:S:1:pos:R:3
H 1.06918 1.51469 -0.32242
C -0.59453 -0.73349 0.30468
F 1.58277 0.92206 -2.20401
H 0.13811 -1.08404 -1.71483
F -1.38903 -0.38916 2.47888
H -1.14215 -1.66882 0.29274
C -0.68163 -0.03257 1.42870
C 0.92241 0.71901 -1.04668
C 0.17395 -0.37702 -0.87970
F -0.07908 1.12935 1.66264
```

The SMILES is F/C=C/C=C(F)F. The energy relative to the best compared isomer or geometry (same formula, charge and spin) comes out at 0.000 eV. The HOMO-LUMO gap is 0.3619 hartree. The net charge is 0.

These are the Löwdin partial charges, in e, on atoms 1 to 8:
1. H 0.11
2. C -0.03
3. F 0.01
4. H 0.12
5. F 0.13
6. H 0.12
7. C -0.38
8. C -0.14

# 10
Here is one molecule with the formula C4H3F3O3S in a non-equilibrium geometry from the Open Molecules 2025 dataset. Energies are from ωB97M-V/def2-TZVPD.

XYZ file:
```
14
Properties=species:S:1:pos:R:3
C -1.26971 0.22989 -0.78210
S 1.75201 0.60630 0.63566
C -1.13034 -0.81511 -0.03159
F 0.28095 -2.64860 0.09285
O 1.18943 0.97440 -0.97830
F -1.59564 -2.67416 1.28161
C -0.02388 1.27674 -1.17272
H -0.38467 1.96113 -0.48293
F 0.14500 -1.44781 1.81306
H -0.31367 1.34666 -2.28207
H -2.07118 0.77379 -1.06831
C -0.60932 -1.89635 0.76983
O 3.15081 1.00336 0.65623
O 0.88022 1.30978 1.54876
```

The energy relative to the best compared isomer or geometry (same formula, charge and spin) comes out at 3.952 eV. The HOMO-LUMO gap (spin up / spin down) is 0.3187 / 0.2171 hartree. The net charge is 0.

These are the Löwdin partial charges, in e, on atoms 1 to 8:
1. C 0.02
2. S 0.86
3. C 0.19
4. F 0.14
5. O -0.21
6. F 0.14
7. C -0.29
8. H 0.09

no.,energy (eV)
1,-44738.75482
2,-22152.00468
3,-24199.61871
4,-19697.85604
5,-18762.96202
6,-44053.48079
7,-6908.18702
8,-11114.26639
9,-12347.60756
10,-29320.74496